{"formula": "C22H25ClN2O6S", "method": "the ωB97M-V functional and the def2-TZVPD basis", "smiles": "O=C(COC(=O)CCc1ccc(S(=O)(=O)N2CCOCC2)cc1)NCc1ccc(Cl)cc1", "homo_ev": -8.7, "homo_lumo_gap_ev": 8.887, "fmax_ha_per_bohr": 0.02201, "e_lumo_ev": 0.14, "species": ["O", "C", "C", "O", "C", "O", "C", "C", "C", "C", "C", "C", "S", "O", "O", "N", "C", "C", "O", "C", "C", "C", "C", "N", "C", "C", "C", "C", "C", "Cl", "C", "C", "H", "H", "H", "H", "H", "H", "H", "H", "H", "H", "H", "H", "H", "H", "H", "H", "H", "H", "H", "H", "H", "H", "H", "H", "H"], "coordinates": [[-0.76, -3.74, -1.10], [-0.42, -2.80, -0.40], [0.64, -2.97, 0.70], [1.90, -3.04, 0.02], [2.94, -3.50, 0.72], [2.89, -3.85, 1.86], [4.20, -3.46, -0.14], [4.95, -2.14, 0.12], [3.96, -1.02, 0.01], [3.57, -0.54, -1.23], [2.50, 0.33, -1.35], [1.83, 0.73, -0.21], [0.32, 1.68, -0.33], [-0.16, 1.61, -1.68], [-0.53, 1.21, 0.73], [0.62, 3.28, -0.03], [1.32, 4.03, -1.05], [2.82, 4.09, -0.76], [3.06, 4.59, 0.53], [2.46, 3.79, 1.52], [0.94, 3.70, 1.32], [2.23, 0.30, 1.05], [3.31, -0.56, 1.15], [-0.87, -1.55, -0.55], [-1.84, -1.19, -1.57], [-3.15, -0.80, -0.94], [-3.47, 0.54, -0.75], [-4.65, 0.90, -0.13], [-5.52, -0.09, 0.31], [-7.00, 0.35, 1.08], [-5.21, -1.43, 0.14], [-4.03, -1.78, -0.48], [0.65, -2.14, 1.40], [0.47, -3.91, 1.24], [4.83, -4.31, 0.12], [3.90, -3.53, -1.18], [5.75, -2.04, -0.61], [5.38, -2.17, 1.12], [4.07, -0.89, -2.12], [2.15, 0.68, -2.31], [1.11, 3.55, -2.01], [0.91, 5.05, -1.06], [3.32, 4.77, -1.45], [3.26, 3.08, -0.86], [2.69, 4.27, 2.48], [2.91, 2.78, 1.50], [0.49, 2.98, 2.00], [0.50, 4.69, 1.48], [1.67, 0.61, 1.92], [3.61, -0.93, 2.12], [-0.63, -0.81, 0.10], [-1.96, -2.07, -2.21], [-1.44, -0.36, -2.15], [-2.78, 1.30, -1.09], [-4.91, 1.94, 0.01], [-5.90, -2.19, 0.49], [-3.78, -2.82, -0.62]], "lowdin_charge": [0.07, -0.46, -0.05, 0.02, -0.51, 0.13, -0.06, -0.12, -0.22, 0.00, -0.04, -0.28, 0.67, -0.28, -0.28, -0.23, -0.15, -0.18, -0.12, -0.18, -0.15, -0.07, -0.01, 0.10, -0.11, -0.20, -0.03, -0.10, -0.68, 0.66, -0.10, -0.02, 0.13, 0.14, 0.13, 0.13, 0.12, 0.12, 0.12, 0.12, 0.12, 0.14, 0.13, 0.12, 0.13, 0.11, 0.12, 0.14, 0.12, 0.13, 0.10, 0.13, 0.11, 0.10, 0.10, 0.10, 0.12]}